# 1
# C46H44CrN7OP2S

A structure of composition C46H44CrN7OP2S (the ωB97M-V functional and the def2-TZVPD basis, the OMol25 dataset).

```
102
Properties=species:S:1:pos:R:3:forces:R:3:mulliken_charge:R:1
Cr 1.008753 -0.239527 -0.097029 0.01 -0.17 -0.48 -0.646
C -5.656909 -2.060047 1.317294 0.02 -0.01 0.01 -1.655
C -5.283811 -0.864765 0.422655 0.07 0.05 -0.03 1.864
C -6.557868 -0.188195 -0.091632 -0.06 -0.01 0.00 -1.994
C -4.454224 0.120073 1.240847 -0.03 0.06 0.10 0.398
C -5.016196 1.009459 2.150959 0.01 0.01 0.00 -0.243
C -4.236693 1.854861 2.933187 0.03 -0.06 -0.07 -1.590
C -2.859895 1.845526 2.802975 -0.08 0.02 -0.03 -0.390
C -2.261994 0.980123 1.888715 0.05 0.13 0.07 0.271
P -0.451261 0.961445 1.720528 0.00 0.05 -0.05 1.660
C -0.045562 2.731527 1.645784 -0.08 -0.02 0.08 1.357
C 1.050030 3.312673 2.283458 0.07 -0.01 -0.02 -0.763
C 1.317733 4.663905 2.127075 -0.02 -0.01 -0.05 -0.945
C 0.515768 5.441678 1.304198 0.01 0.01 0.00 -0.753
C -0.559152 4.866978 0.641721 0.01 -0.04 0.03 -0.793
C -0.847339 3.521925 0.818994 0.00 0.02 -0.01 -0.774
C 0.004809 0.240798 3.333732 -0.07 0.08 0.08 1.389
C 0.560931 0.932872 4.404910 0.09 -0.06 0.03 -1.068
C 0.764806 0.288652 5.621333 0.01 -0.03 -0.03 -0.781
C 0.401983 -1.037500 5.787152 0.00 0.00 -0.02 -0.741
C -0.202417 -1.724426 4.739678 0.05 0.05 0.00 -0.883
C -0.401570 -1.086441 3.526859 -0.13 -0.02 0.00 -0.776
C -3.069336 0.124075 1.160158 0.04 -0.11 -0.15 -0.307
O -2.390680 -0.749973 0.352460 0.11 -0.14 0.09 0.119
C -3.057859 -1.316537 -0.699695 0.01 0.25 0.12 -0.504
C -2.241770 -1.794273 -1.709920 0.04 -0.14 -0.04 0.627
C -2.827337 -2.391060 -2.823128 -0.05 -0.07 -0.01 -0.443
C -4.205363 -2.482466 -2.897716 0.03 0.05 0.07 -1.546
C -4.993599 -1.977083 -1.869916 0.01 0.03 -0.01 -0.340
C -4.442868 -1.373974 -0.743155 -0.02 -0.10 -0.09 0.268
P -0.442337 -1.602848 -1.637685 -0.16 -0.19 0.17 1.838
C 0.170165 -3.259895 -2.022680 0.04 0.04 -0.17 1.080
C 1.162745 -3.536908 -2.961369 -0.06 -0.03 -0.05 -0.557
C 1.595817 -4.842972 -3.145433 -0.03 0.02 0.03 -0.928
C 1.052723 -5.872479 -2.392902 -0.01 0.01 0.00 -0.706
C 0.062283 -5.603318 -1.456374 0.01 0.04 -0.03 -0.675
C -0.383962 -4.304814 -1.276154 0.03 -0.01 0.06 -0.704
C -0.078223 -0.346976 -2.873151 -0.04 0.05 0.07 0.921
C 0.184207 -0.500403 -4.225105 0.09 0.08 -0.04 -0.787
C 0.549490 0.614849 -4.971626 0.00 0.00 0.09 -0.881
C 0.666581 1.866364 -4.375650 -0.02 0.02 0.00 -0.871
C 0.388125 2.033252 -3.024522 -0.01 -0.09 -0.08 -0.712
C 0.003429 0.922771 -2.288296 0.15 0.15 0.16 0.193
H -6.255482 -1.726812 2.165040 -0.01 0.02 0.02 0.416
H -4.765389 -2.556589 1.703305 0.02 -0.01 0.00 0.375
H -6.237483 -2.789626 0.752591 -0.01 -0.01 -0.02 0.438
H -7.178229 0.151915 0.734778 -0.01 0.01 0.02 0.463
H -7.168549 -0.886627 -0.660189 -0.01 -0.01 0.00 0.509
H -6.327891 0.667033 -0.726369 0.02 0.01 -0.01 0.424
H -6.090360 1.041655 2.267248 -0.02 0.00 0.01 0.391
H -4.708524 2.525091 3.636744 -0.02 0.01 0.02 0.462
H -2.254700 2.519036 3.396297 0.02 0.01 0.00 0.567
H 1.718860 2.719327 2.891708 0.03 0.06 -0.13 0.327
H 2.163081 5.103520 2.638544 0.02 0.01 0.01 0.500
H 0.729386 6.493970 1.179209 0.01 0.02 -0.01 0.447
H -1.187155 5.468277 -0.000414 -0.02 0.02 -0.02 0.508
H -1.714864 3.100529 0.324478 -0.01 -0.03 0.00 0.473
H 0.817269 1.977644 4.319080 -0.07 -0.09 0.09 0.492
H 1.197535 0.837993 6.445520 0.01 0.02 0.03 0.483
H 0.560587 -1.528157 6.736939 0.00 -0.01 0.03 0.421
H -0.541023 -2.741914 4.880029 -0.01 -0.02 -0.01 0.501
H -0.968164 -1.597321 2.749097 0.03 0.00 -0.02 0.429
H -2.214154 -2.787603 -3.623148 0.02 0.00 0.01 0.510
H -4.670806 -2.943956 -3.755999 -0.02 -0.02 -0.02 0.448
H -6.067697 -2.060642 -1.955387 -0.02 -0.01 0.00 0.378
H 1.589586 -2.749643 -3.564624 0.04 0.03 0.04 0.413
H 2.354086 -5.054117 -3.885876 0.02 -0.01 -0.02 0.478
H 1.388179 -6.888382 -2.546204 0.02 -0.03 0.00 0.430
H -0.376220 -6.406872 -0.882156 -0.01 -0.03 0.02 0.478
H -1.185553 -4.111587 -0.571676 -0.01 0.02 0.01 0.467
H 0.126174 -1.471586 -4.698490 -0.05 0.01 0.01 0.509
H 0.751982 0.505464 -6.027935 0.00 0.00 -0.04 0.471
H 0.961683 2.720322 -4.968559 0.03 0.03 0.00 0.483
H 0.464405 3.008015 -2.562660 0.00 0.01 -0.01 0.752
H -0.312718 1.090231 -1.241662 -0.10 -0.01 -0.12 -0.440
C 5.565947 1.579807 -2.658796 -0.09 -0.05 0.01 -1.151
N 4.476599 0.626389 -2.420758 -0.13 -0.11 0.03 -0.018
C 4.187403 -0.112018 -1.360778 0.03 0.01 -0.04 0.518
S 2.763919 -1.159733 -1.525640 0.01 0.16 0.07 -0.298
N 4.886272 -0.194250 -0.244982 -0.19 -0.18 -0.08 0.081
C 6.206415 0.336390 0.108688 -0.09 0.02 -0.02 -0.975
H 5.221584 2.268546 -3.425345 0.02 0.01 0.00 0.369
H 6.462834 1.071658 -3.006572 0.03 0.01 0.01 0.357
H 5.774988 2.154522 -1.764040 0.03 0.02 0.06 0.408
H 3.821901 0.498323 -3.180566 0.07 0.04 0.07 0.184
H 4.399929 -0.732903 0.467639 0.11 0.02 -0.01 0.236
H 6.876696 0.303554 -0.742149 0.02 0.00 -0.05 0.356
H 6.612064 -0.316034 0.877132 0.02 0.03 0.02 0.366
H 6.144420 1.351144 0.498822 0.01 0.04 0.01 0.274
N 2.239260 1.195137 0.370187 0.13 0.34 0.11 0.135
C 2.866824 2.151595 0.135117 -0.22 -0.16 -0.05 0.809
C 3.572087 3.259739 -0.225943 0.10 0.07 0.02 0.298
C 4.587352 3.743333 0.640935 -0.14 0.08 -0.33 -0.190
N 5.433154 4.106582 1.330494 0.11 -0.01 0.19 -0.573
C 3.261396 3.795220 -1.507624 0.15 -0.18 0.34 -0.229
N 2.967270 4.112437 -2.574129 -0.06 0.09 -0.19 -0.567
N 2.822604 -1.488429 1.846309 -0.15 -0.18 -0.02 -0.722
N 1.548440 -1.720638 1.191241 -0.18 -0.22 0.48 -0.195
H 3.104949 -2.363688 2.291388 -0.05 0.19 0.01 0.323
H 2.636255 -0.818454 2.593796 0.05 -0.04 -0.11 0.176
H 0.830243 -1.910162 1.906824 0.19 -0.04 -0.33 0.231
H 1.639187 -2.543581 0.587956 0.13 0.13 0.16 0.559
```
Positions in Å, forces in eV/Å.

Properties
- total energy (eV) = -118715.918
- HOMO level (spin up / spin down) (eV) = -13.054 / -13.116
- lowest unoccupied orbital energy (spin up / spin down) (eV) = -6.517 / -5.779
- net charge = +2
- multiplicity = 4
- gap between HOMO and LUMO (spin up / spin down) (Ha) = 0.2402 / 0.2696

# 2
# CH2F2O3S

A cluster of 2 separate species, CH2F2O3S in total in a non-equilibrium geometry (the ωB97M-V functional and the def2-TZVPD basis, the OMol25 dataset).

```
9
Properties=species:S:1:pos:R:3:forces:R:3:nbo_charge:R:1
C 0.028654 1.136425 0.200968 -2.96 -1.35 2.03 0.293
O 3.709025 -1.324550 -0.967314 0.61 1.24 1.99 -0.823
O 3.264910 0.999314 -0.465289 0.50 -1.62 0.17 -0.279
O 0.489802 0.814209 -0.841385 0.65 0.10 -0.32 -0.480
F 2.598854 -0.832971 1.224770 1.66 0.72 -1.23 -0.514
F 3.458584 1.939120 0.539006 0.06 0.74 0.69 -0.131
S 3.899573 -0.464404 0.193193 -2.70 -1.07 -1.61 1.748
H -0.429959 2.100232 0.474242 0.80 0.78 -0.51 0.102
H -0.367270 0.391486 1.030320 1.38 0.46 -1.20 0.083
```
Positions in Å, forces in eV/Å.

Properties
- total energy (eV) = -23476.495
- HOMO level (eV) = -10.063
- lowest unoccupied orbital energy (eV) = 0.061
- net charge = 0
- gap between HOMO and LUMO (Ha) = 0.3721

# 3
# C15H28BF9N2O7PS

A cluster of 3 separate species, C15H28BF9N2O7PS in total in a non-equilibrium geometry (the ωB97M-V functional and the def2-TZVPD basis, the OMol25 dataset).

```
64
Properties=species:S:1:pos:R:3:forces:R:3:nbo_charge:R:1
C -5.387727 -0.483088 0.142907 -0.22 -0.05 0.25 -0.603
C -4.852856 0.866867 0.595015 -0.10 -0.11 -0.55 -0.394
C -3.470919 1.223022 0.047721 0.16 0.11 0.60 -0.386
C -2.292651 0.778628 0.937770 -0.81 -0.19 -0.76 -0.397
C -1.990009 -0.713224 0.801841 0.80 0.31 0.55 -0.635
B -0.522384 -1.176252 1.368784 -1.10 0.33 -0.58 -0.607
P -0.155491 -0.785422 3.236396 1.16 -0.16 -0.17 2.190
O 1.285473 -0.803441 3.550457 0.11 -0.06 0.31 -1.130
O -0.783274 0.669156 3.638209 -0.43 -0.46 0.04 -0.998
O -0.979808 -1.738230 4.234775 -0.07 0.16 0.13 -0.982
S -0.461714 -3.096684 1.214775 0.30 -0.05 1.72 1.951
O 0.577873 -3.635419 2.068889 0.28 0.02 -0.47 -0.940
O -1.758207 -3.729341 1.387657 -0.12 0.14 -0.67 -0.966
C 0.195895 -3.593371 -0.489797 -0.22 -0.42 0.20 0.397
F 1.311717 -2.876337 -0.732408 -0.05 -0.07 -0.03 -0.316
F 0.554634 -4.891848 -0.364904 -0.04 0.39 -0.10 -0.307
C -0.795812 -3.489363 -1.699739 0.04 -0.39 -0.13 0.575
F -1.999848 -3.000698 -1.321723 0.46 -0.13 -0.19 -0.296
F -0.994543 -4.736114 -2.200981 -0.06 0.36 0.13 -0.302
C -0.307631 -2.647395 -2.913384 -0.26 -0.21 -0.42 0.554
F -1.173190 -2.908499 -3.935340 0.32 0.02 0.21 -0.309
F 0.928079 -3.045859 -3.307124 -0.59 0.21 0.23 -0.299
C -0.335870 -1.106523 -2.768611 0.29 0.30 -0.16 0.928
F -1.594161 -0.653710 -2.683463 0.59 -0.14 -0.03 -0.297
F 0.217680 -0.601689 -3.898591 -0.28 0.02 0.44 -0.325
F 0.371008 -0.678594 -1.727338 -0.38 -0.02 -0.47 -0.284
H -4.830866 -1.314388 0.554406 0.24 -0.19 -0.01 0.214
H -5.387534 -0.563368 -0.938447 0.12 -0.03 -0.26 0.196
H -6.418542 -0.609998 0.464895 -0.21 -0.01 0.07 0.195
H -5.551800 1.617006 0.231897 -0.19 0.20 0.05 0.188
H -4.867068 0.924740 1.679106 0.08 0.06 0.27 0.193
H -3.359095 0.806486 -0.948788 0.05 -0.07 -0.29 0.190
H -3.424514 2.305858 -0.051864 0.04 0.21 -0.07 0.192
H -1.436930 1.378184 0.633864 0.35 0.07 0.17 0.188
H -2.586156 1.022981 1.951513 0.28 0.17 0.34 0.199
H -2.009247 -0.925076 -0.261470 -0.25 -0.25 -0.13 0.201
H -2.766286 -1.287457 1.296198 -0.30 -0.20 -0.11 0.209
H 0.353254 -0.690585 0.706359 0.22 -0.13 0.23 0.038
H -0.565889 1.285040 2.938731 0.07 0.43 -0.20 0.493
H -1.915107 -1.736917 4.014722 -0.25 -0.13 -0.01 0.493
C 4.577226 3.091520 5.853024 0.03 0.08 -0.01 -0.719
C 3.074324 3.070935 6.024478 -0.12 0.00 0.02 0.670
O 2.425880 4.107324 6.099663 0.06 0.03 0.01 -0.655
N 2.479362 1.860791 6.090942 0.19 0.05 0.10 -0.600
C 3.095720 0.543996 6.021897 -0.36 -0.04 -0.15 -0.431
H 4.903081 4.126306 5.816738 -0.06 0.04 0.01 0.233
H 5.068455 2.594932 6.690412 0.04 -0.06 -0.05 0.219
H 4.865603 2.596741 4.925377 0.05 -0.07 0.04 0.227
H 1.477883 1.906409 6.192374 -0.05 -0.06 -0.11 0.405
H 2.681003 -0.012916 5.177775 0.04 -0.02 0.03 0.266
H 2.884523 -0.009419 6.939170 0.10 -0.03 0.01 0.185
H 4.170552 0.627064 5.901563 0.02 0.05 0.02 0.193
C 3.512335 2.590831 -6.711673 0.02 0.04 0.01 -0.721
C 2.036242 2.740399 -6.422336 -0.05 0.05 0.01 0.674
O 1.530406 3.827779 -6.201208 0.03 0.02 -0.02 -0.630
N 1.286305 1.608246 -6.419723 0.15 -0.04 -0.07 -0.614
C 1.714351 0.243179 -6.669221 -0.31 0.18 0.04 -0.413
H 3.967888 3.574907 -6.678439 -0.05 0.05 0.02 0.242
H 3.989803 1.955801 -5.964921 0.03 -0.06 -0.06 0.227
H 3.670981 2.161320 -7.701505 0.05 -0.07 0.03 0.221
H 0.313975 1.770995 -6.213401 -0.03 -0.02 0.04 0.402
H 1.173653 -0.163442 -7.526087 0.09 -0.07 -0.02 0.193
H 1.502176 -0.376138 -5.801465 0.09 -0.11 -0.01 0.213
H 2.777790 0.203362 -6.876351 0.02 0.03 -0.01 0.206
```
Positions in Å, forces in eV/Å.

Properties
- total energy (eV) = -78585.608
- HOMO level (eV) = -6.487
- lowest unoccupied orbital energy (eV) = 2.236
- net charge = -1
- gap between HOMO and LUMO (Ha) = 0.3206